[1]
The following is a DFT calculation (ωB97M-V/def2-TZVPD) of a 14-piece molecular cluster, C47H102N6O27 overall at a distorted geometry.

Results
Maximum force   0.0573 Eh/bohr
E_LUMO   2.7 eV
Net charge   -2

Element x y z (Å)
C  2.047  26.340  -8.215
C  0.971  25.271  -8.371
N  -0.065  25.550  -7.392
C  -1.034  26.529  -7.552
C  -1.789  26.518  -6.434
N  -1.274  25.567  -5.578
C  -0.322  24.919  -6.248
C  -1.667  25.259  -4.214
H  2.538  26.368  -7.244
H  1.755  27.371  -8.426
H  2.801  26.062  -8.959
H  1.448  24.300  -8.233
H  0.530  25.259  -9.366
H  -1.131  27.153  -8.426
H  -2.643  27.104  -6.140
H  0.340  24.102  -5.962
H  -1.149  25.919  -3.521
H  -1.353  24.237  -4.023
H  -2.723  25.472  -4.074
N  3.397  23.902  -5.607
O  4.572  24.222  -5.337
O  2.438  24.505  -5.014
O  3.122  23.063  -6.461
C  -1.027  21.490  -5.092
C  -1.375  20.810  -3.955
C  -0.379  19.850  -3.298
O  -0.698  19.081  -2.346
C  0.900  19.725  -3.852
C  1.359  20.434  -5.022
C  0.264  21.322  -5.751
O  0.574  21.718  -6.872
O  2.471  20.369  -5.531
O  -2.467  21.140  -3.365
H  -1.711  22.211  -5.531
H  1.551  19.036  -3.329
C  -4.080  28.753  -8.378
C  -3.199  29.766  -7.669
O  -1.966  29.720  -8.413
C  -0.948  30.465  -8.056
O  -0.933  31.360  -7.243
O  0.104  30.062  -8.773
C  1.359  30.649  -8.460
H  -5.132  28.885  -8.123
H  -3.771  27.722  -8.205
H  -4.061  28.842  -9.468
H  -3.010  29.592  -6.611
H  -3.659  30.749  -7.794
H  1.601  30.713  -7.402
H  1.391  31.667  -8.858
H  2.156  30.126  -8.985
C  -1.415  22.732  -9.360
C  -1.827  21.673  -10.370
O  -2.983  22.031  -11.122
C  -4.179  21.852  -10.589
O  -4.414  21.459  -9.480
O  -5.080  22.233  -11.490
C  -6.431  22.333  -11.074
H  -1.182  23.701  -9.807
H  -0.622  22.353  -8.708
H  -2.220  22.925  -8.646
H  -2.021  20.737  -9.844
H  -0.975  21.495  -11.023
H  -6.634  21.638  -10.258
H  -7.173  22.189  -11.853
H  -6.544  23.329  -10.638
C  -3.470  26.644  -0.033
C  -2.854  26.957  -1.401
O  -2.452  28.329  -1.421
C  -2.266  28.856  -2.634
O  -2.348  28.340  -3.710
O  -1.995  30.151  -2.420
C  -1.576  30.910  -3.528
H  -4.419  27.134  0.184
H  -2.763  26.868  0.765
H  -3.666  25.570  -0.029
H  -3.580  26.715  -2.180
H  -1.957  26.353  -1.540
H  -0.744  30.474  -4.084
H  -1.303  31.931  -3.271
H  -2.376  31.010  -4.270
C  8.351  29.641  -6.837
O  9.447  28.803  -7.104
C  10.022  28.232  -5.931
C  10.944  27.102  -6.381
N  10.362  26.077  -7.261
C  9.321  25.282  -6.595
C  7.861  25.791  -6.802
O  7.528  25.537  -8.155
C  6.450  26.290  -8.608
H  7.793  29.799  -7.761
H  8.627  30.651  -6.518
H  7.682  29.197  -6.095
H  9.168  27.855  -5.356
H  10.551  28.978  -5.331
H  11.480  26.603  -5.573
H  11.721  27.586  -6.983
H  9.907  26.645  -7.974
H  9.500  25.132  -5.531
H  9.340  24.320  -7.110
H  7.688  26.828  -6.509
H  7.233  25.109  -6.218
H  5.478  25.971  -8.199
H  6.267  26.252  -9.682
H  6.497  27.340  -8.286
C  0.162  26.257  -11.842
O  -0.588  27.125  -11.001
C  -0.916  28.348  -11.652
C  0.252  29.266  -12.126
N  0.657  28.809  -13.451
C  1.540  29.762  -14.156
C  1.711  29.378  -15.625
O  2.447  30.451  -16.193
C  2.866  30.164  -17.509
H  0.084  25.250  -11.426
H  1.212  26.529  -11.950
H  -0.291  26.189  -12.836
H  -1.285  28.919  -10.796
H  -1.665  28.265  -12.442
H  1.093  29.225  -11.430
H  -0.128  30.296  -12.078
H  -0.124  28.503  -14.014
H  2.452  29.672  -13.566
H  1.111  30.770  -14.154
H  0.730  29.242  -16.085
H  2.280  28.444  -15.588
H  3.605  29.355  -17.483
H  3.303  31.072  -17.919
H  2.046  29.833  -18.156
C  -5.862  30.258  -5.358
O  -6.150  28.897  -5.573
C  -5.756  28.118  -4.456
C  -5.706  26.627  -4.856
N  -4.993  26.441  -6.120
C  -5.190  25.026  -6.526
C  -4.408  24.627  -7.759
O  -4.825  25.473  -8.835
C  -3.912  25.551  -9.919
H  -6.005  30.770  -6.313
H  -4.833  30.443  -5.036
H  -6.555  30.717  -4.645
H  -6.396  28.282  -3.587
H  -4.702  28.278  -4.204
H  -6.729  26.229  -4.877
H  -5.132  26.098  -4.092
H  -5.484  26.993  -6.815
H  -6.273  24.920  -6.666
H  -4.915  24.367  -5.700
H  -4.607  23.608  -8.103
H  -3.333  24.722  -7.580
H  -4.317  26.311  -10.583
H  -3.822  24.559  -10.375
H  -2.921  25.837  -9.552
C  0.533  27.639  -1.525
O  0.290  26.537  -0.640
H  0.163  27.407  -2.528
H  0.036  28.522  -1.122
H  1.611  27.812  -1.590
H  0.470  25.786  -1.236
C  4.314  27.422  -12.367
O  4.229  26.428  -11.362
H  4.619  28.306  -11.804
H  5.130  27.223  -13.071
H  3.395  27.621  -12.925
H  3.940  25.607  -11.777
C  0.759  23.296  -2.206
O  0.970  24.603  -2.711
H  1.419  23.029  -1.375
H  -0.230  23.242  -1.737
H  0.767  22.531  -2.983
H  1.545  24.588  -3.501
C  -4.227  23.535  -1.761
O  -2.888  23.715  -2.111
H  -4.316  23.338  -0.685
H  -4.860  24.409  -1.991
H  -4.714  22.730  -2.320
H  -2.644  22.955  -2.666
C  1.453  28.000  -5.119
O  2.406  28.659  -4.298
H  1.510  26.910  -5.037
H  0.448  28.240  -4.769
H  1.598  28.300  -6.158
H  3.221  28.156  -4.229

***

[2]
The following is a DFT calculation (ωB97M-V/def2-TZVPD) of a 6-piece molecular cluster, C47H105BrNO6 overall.

Results
Maximum force   0.0092 Eh/bohr
E_LUMO   -1.9 eV
Net charge   +1

Element x y z (Å)
C  0.763  0.307  1.765
C  -0.213  0.613  0.924
C  -0.753  2.016  0.841
N  -1.799  2.293  -0.214
C  -1.117  2.705  -1.519
C  -0.025  1.771  -2.027
C  1.414  2.109  -1.586
C  2.354  2.492  -2.732
C  3.830  2.226  -2.377
C  4.707  3.483  -2.319
C  4.562  4.290  -1.023
C  5.231  3.699  0.229
C  4.312  2.787  1.071
C  4.897  1.446  1.539
C  5.651  0.631  0.470
C  5.205  -0.827  0.359
C  5.565  -1.685  1.589
C  4.374  -1.998  2.501
C  4.733  -2.287  3.959
C  5.562  -1.191  4.625
C  -2.728  1.145  -0.552
C  -3.361  0.345  0.589
C  -3.693  -1.076  0.116
C  -2.519  -2.053  0.145
O  -1.751  -2.023  1.325
C  -2.442  -2.527  2.453
C  -2.558  3.532  0.207
C  -3.507  3.413  1.394
C  -3.384  4.610  2.333
Br  -5.350  3.337  0.751
H  1.030  -0.722  1.963
H  1.315  1.077  2.297
H  -0.613  -0.144  0.265
H  -1.162  2.313  1.805
H  0.060  2.710  0.627
H  -0.725  3.711  -1.368
H  -1.928  2.773  -2.244
H  -0.067  1.813  -3.118
H  -0.251  0.735  -1.777
H  1.834  1.239  -1.077
H  1.417  2.914  -0.844
H  2.065  1.951  -3.635
H  2.242  3.558  -2.958
H  4.267  1.520  -3.086
H  3.858  1.734  -1.405
H  4.451  4.140  -3.154
H  5.752  3.188  -2.439
H  3.496  4.433  -0.796
H  4.963  5.288  -1.207
H  6.158  3.189  -0.042
H  5.521  4.542  0.859
H  4.014  3.339  1.967
H  3.385  2.597  0.521
H  4.064  0.844  1.912
H  5.551  1.622  2.396
H  6.716  0.624  0.722
H  5.592  1.108  -0.509
H  4.126  -0.885  0.165
H  5.701  -1.243  -0.521
H  6.336  -1.138  2.138
H  6.014  -2.624  1.265
H  3.875  -2.884  2.096
H  3.639  -1.188  2.454
H  3.797  -2.395  4.515
H  5.250  -3.247  4.028
H  5.555  -1.290  5.711
H  5.181  -0.200  4.363
H  6.605  -1.225  4.306
H  -2.188  0.471  -1.213
H  -3.515  1.603  -1.154
H  -4.302  0.817  0.867
H  -2.730  0.328  1.481
H  -4.058  -1.035  -0.914
H  -4.497  -1.460  0.743
H  -1.831  -1.839  -0.680
H  -2.909  -3.062  -0.033
H  -3.263  -1.869  2.759
H  -2.840  -3.527  2.252
H  -1.724  -2.585  3.267
H  -1.776  4.253  0.452
H  -3.070  3.904  -0.678
H  -3.331  2.509  1.971
H  -3.787  5.515  1.884
H  -2.330  4.772  2.578
H  -3.901  4.407  3.271
C  -5.696  2.567  7.393
C  -5.307  3.795  6.590
O  -5.023  3.523  5.223
C  -6.094  2.977  4.466
C  -7.313  3.875  4.370
H  -4.946  1.783  7.281
H  -5.772  2.828  8.449
H  -6.661  2.162  7.085
H  -4.387  4.223  6.985
H  -6.080  4.566  6.672
H  -6.375  1.989  4.847
H  -5.661  2.838  3.477
H  -7.824  3.979  5.327
H  -8.026  3.453  3.660
H  -7.028  4.871  4.027
C  -1.995  -7.583  -3.947
C  -3.202  -6.819  -3.432
O  -2.952  -6.073  -2.250
C  -1.965  -5.066  -2.354
C  -2.307  -3.977  -3.359
H  -1.569  -8.200  -3.155
H  -2.294  -8.231  -4.771
H  -1.214  -6.919  -4.318
H  -3.994  -7.515  -3.156
H  -3.606  -6.171  -4.218
H  -0.983  -5.499  -2.573
H  -1.902  -4.637  -1.353
H  -2.291  -4.346  -4.385
H  -1.584  -3.162  -3.293
H  -3.305  -3.579  -3.161
C  -6.790  -4.281  -2.196
C  -7.110  -3.114  -1.278
O  -6.544  -1.878  -1.693
C  -6.975  -1.399  -2.958
C  -8.466  -1.122  -3.039
H  -5.713  -4.363  -2.354
H  -7.144  -5.210  -1.747
H  -7.272  -4.182  -3.169
H  -6.687  -3.296  -0.289
H  -8.193  -3.014  -1.148
H  -6.672  -2.089  -3.753
H  -6.419  -0.473  -3.109
H  -9.056  -2.037  -2.984
H  -8.700  -0.637  -3.987
H  -8.778  -0.467  -2.225
C  1.486  3.690  -8.165
C  0.848  2.497  -7.477
O  0.531  2.722  -6.109
C  -0.394  3.763  -5.857
C  -1.764  3.542  -6.476
H  2.348  4.043  -7.597
H  1.819  3.403  -9.163
H  0.789  4.522  -8.279
H  1.544  1.659  -7.464
H  -0.040  2.167  -8.026
H  0.014  4.729  -6.174
H  -0.481  3.800  -4.768
H  -1.733  3.591  -7.564
H  -2.456  4.313  -6.133
H  -2.159  2.564  -6.194
C  7.891  -5.355  5.114
C  8.160  -5.470  3.623
O  7.988  -4.255  2.911
C  8.838  -3.190  3.301
C  10.318  -3.475  3.113
H  6.912  -4.908  5.292
H  7.912  -6.345  5.570
H  8.639  -4.743  5.620
H  7.447  -6.159  3.170
H  9.159  -5.882  3.447
H  8.635  -2.897  4.338
H  8.541  -2.352  2.669
H  10.677  -4.248  3.794
H  10.897  -2.571  3.307
H  10.515  -3.805  2.093

***

Question: The lowest maximum force belongs to which entry?
Answer: C47H105BrNO6

***

Question: Which of these has the lowest E_LUMO?
Answer: C47H105BrNO6

***

Question: Which value of net charge does entry 1 give?
Answer: -2

***

Question: Which value of net charge does entry 1 give?
Answer: -2